No. 1
C13H22N3O3S2SeSi2W as an isolated structure. Source: the Open Molecules 2025 dataset; level of theory: ωB97M-V with the def2-TZVPD basis set.

Last column: Mulliken charge in e.
Element x y z (Å)
1 W -0.8650 0.4362 -1.2063  0.633
2 C 1.8078 3.5901 0.8787  -1.133
3 Si 1.5379 2.5505 -0.6645  0.217
4 C 0.4100 3.5259 -1.8029  -1.040
5 C 3.1543 2.2426 -1.5687  -1.086
6 N 0.7452 1.0483 -0.2350  0.490
7 C 1.2560 0.1453 0.7179  0.811
8 C 2.4985 0.2277 1.3289  -0.515
9 C 2.9068 -0.7414 2.2398  -1.058
10 C 2.0714 -1.8052 2.5256  -1.102
11 C 0.8318 -1.9111 1.9062  -0.408
12 C 0.4019 -0.9448 0.9970  0.606
13 N -0.7892 -0.9465 0.2908  0.326
14 Si -1.9976 -2.1947 0.4409  0.254
15 C -3.4647 -1.7589 -0.6481  -1.026
16 C -2.6274 -2.3241 2.2083  -1.170
17 C -1.3339 -3.8522 -0.1527  -1.120
18 H 2.1641 4.5849 0.6006  0.343
19 H 2.5243 3.1549 1.5750  0.350
20 H 0.8594 3.7053 1.4089  0.310
21 H 0.9485 4.4259 -2.1155  0.355
22 H -0.5044 3.8427 -1.2996  0.246
23 H 0.1456 2.9561 -2.6947  0.287
24 H 3.6048 3.1867 -1.8861  0.363
25 H 2.9406 1.6469 -2.4581  0.276
26 H 3.8873 1.7040 -0.9669  0.343
27 H 3.1625 1.0502 1.0966  0.232
28 H 3.8782 -0.6611 2.7113  0.367
29 H 2.3821 -2.5689 3.2281  0.368
30 H 0.1982 -2.7581 2.1335  0.228
31 H -3.9914 -0.8724 -0.2952  0.267
32 H -4.1643 -2.5996 -0.6135  0.359
33 H -3.1692 -1.6018 -1.6871  0.259
34 H -2.9406 -1.3356 2.5488  0.332
35 H -1.8766 -2.6858 2.9116  0.329
36 H -3.4870 -2.9982 2.2567  0.356
37 H -1.0044 -3.7381 -1.1877  0.278
38 H -2.1109 -4.6204 -0.1217  0.354
39 H -0.4849 -4.2065 0.4338  0.345
40 Se -2.6034 1.8189 -0.0446  -0.215
41 C -2.2517 1.4674 1.7387  0.381
42 N -2.0636 1.2745 2.8604  -0.615
43 O -0.6799 -1.3505 -2.4692  -0.536
44 S -0.3986 -0.3941 -3.6044  0.946
45 O -0.0923 -0.9882 -4.8659  -0.649
46 O 0.6400 0.4996 -3.0075  -0.549
47 S -2.0563 0.7739 -3.4424  -0.385

Forces on atoms 1 to 3 (eV/Å):
0.155 -0.015 0.054
-0.035 -0.095 -0.044
0.090 0.299 -0.105

relative energy (zero: lowest compared OMol25 entry of this formula, charge and spin): 0.0 kcal per mole
net charge: -1
frontier orbital gap (spin up / spin down): 6.303 / 7.493 eV
LUMO level (spin up / spin down): 2.573 / 2.616 eV
E_HOMO (spin up / spin down): -3.73 / -4.88 eV
2S+1: 3



No. 2
One molecule with the formula C5H8FNO in a non-equilibrium geometry. Source: the Open Molecules 2025 dataset; level of theory: ωB97M-V with the def2-TZVPD basis set.

Last column: Mulliken charge in e.
Element x y z (Å)
1 C -0.7345 -0.3016 0.0680  0.207
2 C -0.3884 1.0909 -0.3559  -0.631
3 C 1.1634 1.0543 -0.3461  -0.628
4 C 1.4082 -0.2885 0.4422  -0.761
5 C 0.4269 -1.3470 0.3041  0.288
6 H -3.6450 -0.7050 0.2424  0.422
7 H -0.9664 1.7793 0.2141  0.370
8 H -0.7879 1.5279 -1.3117  0.332
9 H 1.4366 0.8934 -1.3462  0.294
10 H 1.8311 1.8484 0.1133  0.308
11 H 1.5975 -0.1315 1.6028  0.309
12 H 2.4371 -0.4628 0.1566  0.392
13 H 0.4031 -2.0019 1.1904  0.325
14 N -1.8908 -0.8440 0.1392  -0.554
15 O -2.8856 -0.1246 -0.1965  -0.367
16 F 0.5948 -1.9873 -0.9168  -0.306

Forces on atoms 1 to 3 (eV/Å):
-1.977 -2.723 -0.332
0.278 0.791 -1.094
-0.923 -0.599 2.639

relative energy (zero: lowest compared OMol25 entry of this formula, charge and spin): 96.3 kcal per mole
frontier orbital gap: 10.187 eV
LUMO level: 0.873 eV
E_HOMO: -9.31 eV
SMILES string: O/N=C1\CCC[C@@H]1F



No. 3
C16H34LiNO14 as an isolated structure in a non-equilibrium geometry. Source: the Open Molecules 2025 dataset; level of theory: ωB97M-V with the def2-TZVPD basis set.

Last column: Mulliken charge in e.
Element x y z (Å)
1 Li 11.1380 -5.3033 -8.5878  0.912
2 N 12.5353 -3.3545 -12.6770  -0.420
3 H 12.8976 -4.2624 -12.4227  0.362
4 H 13.1935 -2.6170 -12.8843  0.365
5 H 12.0299 -3.0172 -11.8702  0.294
6 H 11.9556 -3.5199 -13.4873  0.311
7 C 14.5439 -7.6322 -10.7917  -0.593
8 O 13.2488 -6.9890 -10.5588  -0.849
9 H 15.0072 -7.6758 -9.8061  0.214
10 H 14.5158 -8.6486 -11.1843  0.220
11 H 15.2741 -7.1466 -11.4391  0.117
12 C 9.3989 -0.7862 -9.8791  -0.582
13 O 9.8852 -2.0695 -9.6699  -0.864
14 H 9.7353 0.0117 -9.2171  0.251
15 H 9.5838 -0.2751 -10.8240  0.022
16 H 8.3346 -0.7377 -9.6492  0.252
17 C 18.6445 -3.8579 -13.8663  -0.640
18 O 17.3051 -4.0705 -14.3030  -0.242
19 C 17.0707 -4.2191 -15.6096  0.659
20 O 17.9200 -4.5257 -16.4695  -0.558
21 O 15.6995 -4.2125 -15.6731  -0.195
22 C 15.1116 -4.8952 -16.7932  -0.740
23 H 19.1671 -4.7646 -14.1712  0.306
24 H 18.6344 -3.7711 -12.7798  0.205
25 H 19.0167 -2.9039 -14.2397  0.297
26 H 14.0784 -4.7359 -17.1018  0.301
27 H 15.3896 -5.9460 -16.8756  0.309
28 H 15.5464 -4.4028 -17.6630  0.297
29 C 7.0234 -2.3995 -15.3491  -0.630
30 O 7.8472 -1.5024 -16.1057  -0.333
31 C 9.0216 -1.9076 -16.5980  0.844
32 O 9.5544 -2.9456 -16.3370  -0.594
33 O 9.4292 -1.0360 -17.4868  -0.318
34 C 10.9274 -0.9960 -17.6240  -0.572
35 H 6.0148 -2.2753 -15.7432  0.224
36 H 7.0992 -2.1330 -14.2948  0.259
37 H 7.3845 -3.4211 -15.4675  0.325
38 H 11.0811 0.0391 -17.3188  0.277
39 H 11.2682 -1.1754 -18.6437  0.254
40 H 11.4945 -1.4755 -16.8263  0.266
41 C 20.6007 -3.0178 -7.2967  -1.416
42 C 19.3279 -2.1394 -7.2109  0.520
43 C 19.6769 -0.6566 -7.5094  -0.429
44 O 18.8682 -0.3223 -8.6018  -0.325
45 C 17.9435 -1.3280 -8.7960  0.651
46 O 16.9006 -1.2225 -9.4889  -0.586
47 O 18.3865 -2.4313 -8.1881  -0.313
48 H 21.4031 -2.5920 -6.6944  0.399
49 H 20.9460 -3.1489 -8.3222  0.359
50 H 20.3431 -3.9956 -6.8898  0.352
51 H 18.9944 -2.1557 -6.1733  0.207
52 H 20.7550 -0.5504 -7.6300  0.304
53 H 19.3239 -0.0204 -6.6978  0.279
54 C 8.8486 3.1286 -13.1982  -1.512
55 C 10.2175 3.5720 -13.2702  0.620
56 C 11.0552 3.5404 -11.9808  -0.406
57 O 12.2045 2.7595 -12.3586  -0.300
58 C 12.0942 2.3608 -13.6056  0.635
59 O 12.9886 1.7319 -14.1533  -0.597
60 O 10.8338 2.6567 -14.1589  -0.345
61 H 8.2673 3.0866 -14.1193  0.358
62 H 8.3217 3.9596 -12.7291  0.420
63 H 8.6430 2.2842 -12.5404  0.285
64 H 10.2254 4.5522 -13.7468  0.228
65 H 10.5219 3.0894 -11.1440  0.339
66 H 11.2929 4.5886 -11.7999  0.266

Forces on atoms 1 to 3 (eV/Å):
0.427 0.100 -0.663
-0.282 0.070 0.007
1.063 -0.588 0.326

frontier orbital gap: 4.982 eV
LUMO level: -1.029 eV
E_HOMO: -6.01 eV



No. 4
C32H28AuN4O2 as an isolated structure in a non-equilibrium geometry. Source: the Open Molecules 2025 dataset; level of theory: ωB97M-V with the def2-TZVPD basis set.

Last column: Mulliken charge in e.
Element x y z (Å)
1 Au 0.9772 -2.2444 -0.9544  0.634
2 O 4.5619 -3.0848 1.1215  -0.655
3 C 3.4594 -2.8248 0.7061  0.418
4 O 3.0625 -2.5409 -0.4395  -0.706
5 C 2.3231 -2.7944 1.8085  0.497
6 C 2.6980 -2.7956 3.1613  -0.506
7 C 1.7058 -2.5920 4.0823  -0.649
8 C 0.3647 -2.4441 3.6706  1.249
9 C -0.6928 -2.1694 4.5602  -0.812
10 C -1.9862 -2.1381 4.1173  -0.679
11 C -2.2794 -2.3983 2.7684  -0.652
12 C -1.2738 -2.6080 1.8622  -0.529
13 C 0.0677 -2.5954 2.2821  -0.054
14 N 1.0939 -2.7252 1.4172  -0.310
15 H 3.7410 -2.9288 3.4072  0.551
16 H 1.9485 -2.5433 5.1338  0.460
17 H -0.4612 -1.9871 5.5993  0.431
18 H -2.7930 -1.9359 4.8062  0.402
19 H -3.3098 -2.4388 2.4501  0.474
20 H -1.4888 -2.7913 0.8229  0.601
21 C -1.0746 2.2729 -3.3239  -1.246
22 C -1.3433 3.2283 -2.2018  1.579
23 C -2.1928 4.3135 -2.3951  -0.810
24 C -2.4345 5.2334 -1.3909  -0.643
25 C -1.8214 5.0877 -0.1579  -0.656
26 C -0.9726 4.0202 0.0596  -0.746
27 C -0.7372 3.0924 -0.9499  -0.338
28 N 0.2390 2.0812 -0.7003  0.378
29 C 0.1008 0.7403 -0.8372  0.160
30 N -1.1664 0.2708 -0.8050  0.370
31 C -1.7247 -0.9744 -1.1069  0.855
32 C -0.9774 -2.1147 -1.4286  -0.330
33 C -1.6459 -3.2720 -1.8059  -0.283
34 C -3.0288 -3.3341 -1.8220  -0.987
35 C -3.7581 -2.2235 -1.4294  -0.725
36 C -3.1361 -1.0407 -1.0721  0.983
37 C -3.9567 0.1305 -0.6161  -1.930
38 N 1.1455 -0.0226 -0.9704  0.041
39 C 2.4538 0.4572 -1.0319  -0.923
40 C 3.0530 0.5593 -2.2899  -0.300
41 C 4.3346 1.0488 -2.4056  -0.973
42 C 5.0564 1.3674 -1.2615  -0.579
43 C 4.4791 1.2282 -0.0111  -0.968
44 C 3.1730 0.7831 0.1315  2.030
45 C 2.5429 0.6806 1.4887  -1.596
46 H -1.1468 2.7937 -4.2743  0.580
47 H -1.8029 1.4614 -3.3327  0.195
48 H -0.0816 1.8365 -3.2444  0.145
49 H -2.6452 4.4500 -3.3651  0.466
50 H -3.0826 6.0755 -1.5762  0.416
51 H -1.9828 5.8141 0.6221  0.412
52 H -0.4710 3.9017 1.0082  0.505
53 H 1.1936 2.4083 -0.6208  0.373
54 H -1.8547 1.0020 -0.6643  -0.077
55 H -1.0810 -4.1458 -2.0957  0.415
56 H -3.5297 -4.2468 -2.1027  0.430
57 H -4.8355 -2.2778 -1.4041  0.430
58 H -4.9875 -0.1786 -0.4724  0.430
59 H -3.9605 0.9385 -1.3481  0.380
60 H -3.5914 0.5218 0.3330  0.459
61 H 2.4775 0.2743 -3.1588  0.527
62 H 4.7730 1.1710 -3.3837  0.446
63 H 6.0744 1.7096 -1.3482  0.453
64 H 5.0501 1.4684 0.8737  0.500
65 H 3.2757 0.3298 2.2128  0.545
66 H 1.6964 -0.0041 1.4725  0.073
67 H 2.1864 1.6602 1.8162  0.370

Forces on atoms 1 to 3 (eV/Å):
0.785 1.402 1.147
0.514 0.064 -0.478
-0.829 -0.507 3.460

relative energy (zero: lowest compared OMol25 entry of this formula, charge and spin): 36.7 kcal per mole
net charge: +1
frontier orbital gap (spin up / spin down): 5.645 / 5.644 eV
LUMO level (spin up / spin down): -5.871 / -5.872 eV
E_HOMO (spin up / spin down): -11.52 / -11.52 eV



No. 5
A 7-piece molecular cluster, C5H25N2O7 overall in a non-equilibrium geometry. Source: the Open Molecules 2025 dataset; level of theory: ωB97M-V with the def2-TZVPD basis set.

Last column: Mulliken charge in e.
Element x y z (Å)
1 C 1.4716 2.2568 0.3809  -0.849
2 N 0.0549 1.9857 0.1840  -0.064
3 C -0.7467 2.1266 1.3911  -0.636
4 C -2.1715 1.7993 1.0771  -0.082
5 O -2.5909 1.5445 -0.0216  -0.428
6 C 2.1445 0.9672 0.8144  -0.695
7 N 1.8460 -0.0644 -0.2277  0.280
8 C 2.5158 0.1963 -1.5092  -0.916
9 H 1.6473 3.0618 1.1058  0.377
10 H 1.9427 2.6908 -0.4994  0.394
11 H -0.3877 2.4129 -0.6126  0.238
12 H -0.6175 3.0989 1.8927  0.415
13 H -0.3085 1.4932 2.1716  0.272
14 H -2.8438 1.8753 1.9532  0.381
15 H 1.7679 0.6235 1.7692  0.373
16 H 3.2135 1.1183 0.8885  0.441
17 H 0.8318 -0.1842 -0.2452  0.056
18 H 2.2988 -0.9837 0.0109  0.477
19 H 2.7979 1.2376 -1.6378  0.299
20 H 3.5538 -0.1529 -1.5222  0.390
21 H 2.0951 -0.1546 -2.4442  0.315
22 H -0.9836 -1.9275 0.3610  0.397
23 H -0.1488 -2.4501 -0.7685  0.332
24 O -0.3894 -2.6603 0.1410  -0.724
25 H -3.0674 0.4530 -1.6233  0.349
26 H -3.0734 1.6944 -2.5755  0.314
27 O -2.9339 0.7453 -2.5339  -0.675
28 H -1.3237 -0.0238 -1.7786  0.261
29 H -1.2667 -1.4023 -2.3125  0.371
30 O -0.7767 -0.8289 -1.7074  -0.660
31 H -1.0340 -2.1796 3.0471  0.300
32 H 0.2698 -2.4531 2.2329  0.312
33 O -0.1208 -1.9098 2.9188  -0.619
34 H -2.9595 -2.4352 -0.6762  0.289
35 H -3.9661 -1.4081 0.0521  0.261
36 O -3.1306 -1.5296 -0.4028  -0.520
37 H 2.8622 -3.1643 0.4005  0.305
38 H 1.3377 -2.7975 0.3912  0.394
39 O 2.1901 -2.6716 -0.0855  -0.724

Forces on atoms 1 to 3 (eV/Å):
-0.428 0.717 0.183
0.217 -0.126 0.327
1.196 -0.117 -0.559

relative energy (zero: lowest compared OMol25 entry of this formula, charge and spin): 54.9 kcal per mole
net charge: +1
frontier orbital gap: 10.505 eV
LUMO level: -2.446 eV
E_HOMO: -12.95 eV



No. 6
One molecule with the formula C3H4O4 in a non-equilibrium geometry. Source: the Open Molecules 2025 dataset; level of theory: ωB97M-V with the def2-TZVPD basis set.

Last column: Mulliken charge in e.
Element x y z (Å)
1 C 1.2577 0.0682 0.0767  0.852
2 C 0.0392 -0.8906 0.0452  -0.551
3 C -1.3601 -0.1310 -0.0644  0.435
4 H 2.3890 -1.4560 -0.2225  0.322
5 H -0.0951 -1.3887 1.0948  0.271
6 H 0.2247 -1.8103 -0.6289  0.319
7 H -0.5280 1.5920 0.0331  0.435
8 O 2.4335 -0.5191 -0.1349  -0.457
9 O 1.1649 1.2547 0.1630  -0.601
10 O -1.4584 1.1918 -0.1691  -0.491
11 O -2.3414 -0.8295 0.0633  -0.534

Forces on atoms 1 to 3 (eV/Å):
-1.096 -2.033 -0.922
-0.104 -0.267 1.627
-0.654 -1.754 0.287

relative energy (zero: lowest compared OMol25 entry of this formula, charge and spin): 1.4 kcal per mole
frontier orbital gap: 10.635 eV
LUMO level: 0.121 eV
E_HOMO: -10.51 eV
SMILES string: O=C(O)CC(=O)O